# C8H19BrN3O5P2S2

2 unconnected molecules or ions with the total composition C8H19BrN3O5P2S2 in a non-equilibrium geometry (ωB97M-V with the def2-TZVPD basis set, OMol25).

LUMO energy = -3.044 eV
Net charge = +1
Calculated total energy = -4909.4076 a.u.

Each line ends with the Löwdin charge.
Cartesian coordinates (Å):
N (0.98384, -0.20929, 0.52250)  0.126
C (1.00222, 1.17849, 0.81735)  -0.500
N (1.98817, 1.61860, 1.79664)  0.190
C (3.12829, 1.18147, 1.65009)  -0.301
O (4.17115, 0.73488, 1.48454)  0.260
N (-0.41405, 1.41082, 1.38917)  0.146
C (-1.32423, 1.80408, 0.25376)  -0.691
Br (-1.93230, 3.64112, 0.47313)  0.909
C (-2.58773, 0.86504, 0.11661)  -0.176
O (-3.78527, 1.57267, -0.03986)  -0.205
O (-4.31194, 1.30225, -1.33587)  0.004
C (-0.40816, 1.65420, -1.01024)  -0.478
P (-0.95206, 2.49406, -2.57695)  0.345
S (-1.08117, 1.23296, -4.04162)  0.183
C (0.93412, 2.09182, -0.40820)  -0.371
P (2.43003, 2.08731, -1.45482)  0.754
O (2.82563, 0.72064, -1.85362)  -0.396
H (1.27637, -0.78212, 1.30126)  0.091
H (1.48921, -0.43259, -0.33166)  0.104
H (-0.49207, 2.03206, 2.19769)  0.170
H (-0.74155, 0.46495, 1.62371)  0.170
H (-2.46370, 0.19464, -0.73216)  0.142
H (-2.70985, 0.27887, 1.03402)  0.141
H (-4.36258, 2.17754, -1.75181)  0.104
H (-0.47763, 0.60033, -1.27176)  0.095
H (-0.04118, 3.52233, -2.87118)  -0.018
H (-2.22095, 3.01702, -2.28973)  -0.047
H (0.83084, 3.10979, -0.01242)  0.111
H (3.41992, 2.79802, -0.74695)  0.041
H (2.06524, 2.83956, -2.58864)  0.021
C (0.80238, -4.63000, 2.35385)  -0.261
S (0.90594, -3.68180, 0.83473)  0.827
O (-0.02625, -2.51236, 0.97650)  -0.592
C (0.08540, -4.88223, -0.21140)  -0.258
H (1.23095, -4.03355, 3.15661)  0.052
H (-0.24126, -4.85104, 2.57585)  0.063
H (1.37223, -5.55176, 2.24233)  0.061
H (-0.91127, -5.08488, 0.17948)  0.064
H (0.67755, -5.79609, -0.24188)  0.062
H (0.01080, -4.46319, -1.21256)  0.056

=====

# C3H4CsLiO5

A molecular structure, C3H4CsLiO5 in a non-equilibrium geometry (ωB97M-V with the def2-TZVPD basis set, OMol25).

LUMO energy = -1.882 eV
Energy above the lowest of the compared OMol25 structures with the same formula, charge and spin = 90.1 kcal per mole
Calculated total energy = -520.4540 a.u.

Each line ends with the Löwdin charge.
Cartesian coordinates (Å):
C (1.71682, -0.53257, 2.15402)  -0.213
C (2.18559, 0.90021, 1.88106)  -0.182
O (3.31583, 1.27164, 2.22677)  0.042
O (0.37446, -0.52407, 2.62051)  -0.120
H (2.36483, -0.99238, 2.89818)  0.127
H (1.78607, -1.11549, 1.23547)  0.127
H (1.47959, 1.54448, 1.35829)  0.123
Cs (-2.77265, -2.62769, 1.82736)  0.940
O (-0.81446, -0.00026, -3.83651)  -0.161
C (-2.04964, -0.08477, -3.75683)  -1.197
O (-2.54016, 0.04254, -2.60346)  -0.256
O (-2.76036, 0.24927, -4.73161)  -0.154
Li (-2.11317, 2.25433, -3.05983)  0.827
H (-0.17275, -0.38526, 1.78660)  0.097

=====

# C4H9NO

A molecular structure, C4H9NO in a non-equilibrium geometry (ωB97M-V with the def2-TZVPD basis set, OMol25).

LUMO energy = -0.786 eV
Energy above the lowest of the compared OMol25 structures with the same formula, charge and spin = 147.5 kcal per mole
Calculated total energy = -287.5975 a.u.

Each line ends with the Löwdin charge.
Cartesian coordinates (Å):
C (-1.63765, 0.32243, -0.12794)  0.078
C (-1.57858, 0.15957, 1.28961)  -0.112
C (-0.28321, 0.26297, 1.97813)  -0.141
C (0.71869, -0.51315, 1.38500)  -0.622
N (2.07682, -0.30102, 1.74620)  0.107
O (0.55397, -1.27680, 0.40585)  -0.081
H (-2.56788, 0.69666, -0.52909)  0.107
H (-0.75590, 0.80213, -0.52572)  0.119
H (-1.45684, -0.76575, 0.40330)  0.168
H (-2.30792, -0.20682, 2.00827)  0.130
H (1.19245, 0.58952, -7.08014)  0.000
H (1.12336, -0.10895, -7.31036)  0.000
H (-0.06918, 1.28393, 2.28073)  0.096
H (2.18357, -0.08208, 2.72215)  0.071
H (2.80828, -0.86265, 1.35401)  0.079